Here is a cluster of 2 separate species, C5H9N5O4 in total from the OMol25 dataset. Energies are from ωB97M-V with the def2-TZVPD basis set.

Its HOMO energy is -17.028 eV. The relative energy (zero: lowest compared OMol25 entry of this formula, charge and spin) comes out at 0.2960 eV. The calculation puts the gap between HOMO and LUMO at 7.117 eV. The max |F| comes out at 6.0 eV/Å. The total charge is +2.

Element x y z (Å)
C1 -0.971 -1.084 0.031
C2 -2.586 -1.385 0.094
C3 -2.110 0.839 0.173
C4 3.183 -1.364 0.670
C5 2.020 0.669 0.389
N1 2.192 -0.701 0.381
N2 -0.896 0.315 0.146
N3 -3.079 -0.063 0.260
N4 1.475 0.765 -1.904
N5 1.401 1.257 -0.752
O1 -0.024 -1.836 -0.033
O2 -3.124 -2.415 -0.058
O3 -2.433 2.084 0.228
O4 -4.417 0.099 0.154
H1 4.097 -0.810 1.006
H2 3.131 -2.418 0.818
H3 1.474 1.244 1.264
H4 3.040 1.252 0.541
H5 1.140 -1.279 0.281
H6 0.985 1.290 -2.496
H7 2.106 -0.037 -2.313
H8 -1.826 2.951 0.276
H9 -4.777 0.628 0.844